Record 1
Density functional theory data (ωB97M-V/def2-TZVPD) for a cluster of 5 separate species, C24H52N5O7S in total in a non-equilibrium geometry.

ORCA input file:
```
! RIJCOSX wB97M-V def2-TZVPD def2/J DEFGRID3
* xyz -1 1
C -3.1123 0.8076 5.5967
C -3.6660 -0.6079 5.0102
C -2.7765 -1.8498 5.5222
C -1.4889 -2.1418 4.6002
C -1.8578 -2.3208 3.0468
C -0.5699 -3.0254 2.3237
N -0.3507 -2.2833 1.0495
C 1.0333 -1.7713 0.9136
O 1.2591 -0.9578 -0.2513
C 1.8411 0.3208 0.0675
C 2.7038 0.8826 -1.1911
C 1.8614 0.9435 -2.5571
C -0.8323 -3.0256 -0.1525
S 0.4121 -4.1567 -0.9486
C -1.5515 -2.0156 -1.2176
O -2.8105 -1.8099 -1.0182
O -0.8909 -1.4569 -2.2815
H -2.2580 0.5773 6.3355
H -2.7252 1.5016 4.7732
H -3.9335 1.3646 6.1738
H -3.8054 -0.5662 3.8778
H -4.7202 -0.7697 5.4629
H -2.3764 -1.5673 6.5671
H -3.4212 -2.7849 5.6354
H -0.9615 -3.1109 4.9371
H -0.7268 -1.2906 4.7286
H -2.8188 -2.9064 2.8562
H -1.9903 -1.3000 2.5303
H -0.7308 -4.1483 2.2041
H 0.3452 -2.8078 2.9994
H 1.2219 -1.1056 1.8447
H 1.8515 -2.5853 0.9605
H 2.5609 0.3186 0.9558
H 0.9772 1.0646 0.2690
H 3.1227 1.9288 -0.9342
H 3.5953 0.1601 -1.2942
H 1.0751 0.1170 -2.6011
H 1.4074 1.9874 -2.6366
H 2.6058 0.7667 -3.4188
H -1.6919 -3.7065 0.2147
H 1.6182 -3.5107 -1.1678
C 4.4931 -7.0607 -2.1991
O 4.6877 -6.1023 -1.4764
N 3.2823 -7.6463 -2.4227
C 3.1321 -8.7885 -3.2996
C 2.1056 -7.1094 -1.7622
H 5.3159 -7.5468 -2.7489
H 2.4462 -8.5279 -4.1098
H 2.7213 -9.6251 -2.7279
H 4.0930 -9.0833 -3.7250
H 1.9761 -6.0656 -2.0539
H 2.2508 -7.1556 -0.6804
H 1.2175 -7.6796 -2.0378
C -6.4608 -1.6840 7.9205
O -6.3267 -1.5488 6.7187
N -5.7568 -1.0095 8.8739
C -5.9749 -1.2274 10.2890
C -4.7584 -0.0438 8.4588
H -7.1919 -2.3917 8.3441
H -6.2825 -0.2857 10.7513
H -5.0424 -1.5705 10.7446
H -6.7506 -1.9769 10.4537
H -5.2383 0.7302 7.8553
H -4.0050 -0.5468 7.8485
H -4.2817 0.4119 9.3279
C 2.4766 1.9531 -6.1271
O 3.2279 1.3718 -5.3685
N 2.3858 3.3076 -6.2607
C 1.4634 3.9277 -7.1878
C 3.2391 4.1554 -5.4489
H 1.7855 1.4059 -6.7885
H 2.0290 4.5300 -7.9041
H 0.7771 4.5713 -6.6310
H 0.8882 3.1745 -7.7288
H 4.2850 3.9165 -5.6591
H 3.0391 3.9568 -4.3925
H 3.0520 5.2107 -5.6670
C 2.5896 7.8726 -5.3615
O 3.3211 7.0431 -5.8714
N 2.0715 8.9609 -5.9974
C 1.2056 9.9067 -5.3225
C 2.3966 9.1798 -7.3936
H 2.2809 7.8006 -4.3065
H 0.2414 9.9364 -5.8363
H 1.6669 10.8971 -5.3538
H 1.0479 9.6181 -4.2823
H 2.0622 8.3195 -7.9786
H 3.4800 9.2751 -7.4987
H 1.9115 10.0846 -7.7622
*
```

- frontier orbital gap (eV) = 5.49
- HOMO (eV) = -3.75

Atomic partial charges in e from the Löwdin method, atoms 1 to 4: number 1, C, carries -0.13; number 2, C, carries -0.24; number 3, C, carries -0.23; number 4, C, carries -0.23

---

Record 2
Density functional theory data (ωB97M-V/def2-TZVPD) for a structure of composition C24H54BN9O4P2S in a non-equilibrium geometry.

ORCA input file:
```
! RIJCOSX wB97M-V def2-TZVPD def2/J DEFGRID3
* xyz 0 1
C 9.6790 -1.9508 -1.5370
C 9.0215 -1.1213 -2.6287
O 9.8100 -0.0028 -2.9375
C 9.3105 0.7630 -4.0116
C 8.8830 2.1839 -3.5589
C 7.5193 2.0759 -2.9032
C 6.3802 2.2045 -3.6256
C 5.0864 2.0498 -2.9847
N 3.9611 2.1570 -3.8093
C 4.9941 1.7803 -1.6430
B 3.5731 1.5849 -0.9480
O 3.2349 2.3824 0.1280
C 2.5833 0.4978 -1.5515
C 1.8032 -0.2937 -0.4802
C 6.1858 1.6516 -0.8735
N 6.3051 1.3639 0.4251
S 7.8828 1.3161 0.7521
N 8.5207 1.6600 -0.7010
C 7.4676 1.7977 -1.4972
H 10.7014 -2.2200 -1.7999
H 9.6773 -1.3917 -0.5991
H 9.0706 -2.8416 -1.3681
H 8.8374 -1.7676 -3.4997
H 8.0199 -0.8496 -2.2579
H 8.3865 0.2808 -4.3576
H 9.9816 0.7857 -4.8758
H 8.8484 2.8490 -4.4231
H 9.6273 2.5424 -2.8478
H 6.4067 2.3893 -4.6947
H 3.2253 2.7213 -3.4133
H 4.1881 2.4408 -4.7491
H 3.2941 1.9314 0.9765
H 3.1986 -0.2074 -2.1182
H 1.9321 0.9933 -2.2791
H 1.4377 0.3071 0.3514
H 2.4225 -1.1154 -0.1146
H 0.9528 -0.7770 -0.9678
O -1.0418 -0.2092 2.1851
P -2.2298 0.4415 2.8514
N -1.6457 2.0665 2.8993
C -1.1024 2.7448 4.0504
C -1.0502 2.5352 1.6550
N -2.1476 -0.4575 4.3408
C -1.5034 0.0241 5.5414
C -1.8678 -1.8774 4.1553
N -3.7916 0.9825 3.3076
C -4.3905 2.1856 2.7230
C -4.7885 0.0200 3.7912
H -0.9877 3.8116 3.8404
H -0.1202 2.3562 4.3511
H -1.7894 2.7032 4.8968
H -1.6940 2.2863 0.8068
H -0.0615 2.0980 1.4697
H -0.9492 3.6224 1.6633
H -0.4449 0.2714 5.3842
H -1.5483 -0.7376 6.3231
H -2.0298 0.8859 5.9552
H -0.7976 -2.0797 4.0224
H -2.3908 -2.2646 3.2788
H -2.2265 -2.4454 5.0185
H -4.2863 3.0235 3.4169
H -5.4529 2.0561 2.5148
H -3.9279 2.4597 1.7796
H -4.8736 0.0928 4.8777
H -4.5229 -1.0032 3.5390
H -5.7734 0.1947 3.3591
O -4.8850 -0.2272 0.4245
P -5.4682 -1.0404 -0.7052
N -6.7927 -1.7810 0.1100
C -6.8530 -3.1486 0.5715
C -7.5705 -0.8829 0.9526
N -4.0770 -2.0377 -0.9943
C -3.9200 -3.3772 -0.4712
C -2.8037 -1.3179 -0.9207
N -6.0940 -1.5215 -2.2311
C -7.5233 -1.4126 -2.5472
C -5.2323 -1.4839 -3.4221
H -7.8712 -3.3967 0.8816
H -6.1878 -3.3409 1.4229
H -6.6318 -3.8495 -0.2339
H -7.8027 0.0408 0.4157
H -7.0460 -0.6147 1.8762
H -8.5261 -1.3380 1.2191
H -3.9827 -3.4140 0.6249
H -2.9455 -3.7786 -0.7555
H -4.6479 -4.0625 -0.9092
H -2.4448 -1.1978 0.1077
H -2.8949 -0.3226 -1.3600
H -2.0411 -1.8512 -1.4938
H -7.9998 -2.3893 -2.4410
H -7.6951 -1.0705 -3.5684
H -8.0380 -0.7085 -1.8989
H -4.9078 -2.4950 -3.6729
H -4.3471 -0.8737 -3.2654
H -5.7437 -1.0648 -4.2898
*
```

- frontier orbital gap (eV) = 7.63
- HOMO (eV) = -7.75

Atomic partial charges in e from the Löwdin method, atoms 1 to 4: number 1, C, carries -0.07; number 2, C, carries -0.30; number 3, O, carries -0.14; number 4, C, carries -0.21

---

Record 3
Density functional theory data (ωB97M-V/def2-TZVPD) for a structure of composition C24H54CaGeN5SSeSi4 in a non-equilibrium geometry.

ORCA input file:
```
! RIJCOSX wB97M-V def2-TZVPD def2/J DEFGRID3
* xyz 0 2
Ca 0.4636 -0.1088 -0.1371
C -4.8265 -0.6369 2.3378
C -3.5396 -1.2227 2.7834
N -3.3435 -1.9336 3.8389
N -2.0146 -2.2385 3.8035
C -1.3573 -1.7231 2.7472
S 0.2430 -1.9020 2.3629
N -2.3553 -1.0535 2.0896
N -2.1653 -0.3311 0.9241
H -5.6019 -0.9000 3.0514
H -5.0987 -1.0208 1.3533
H -4.7576 0.4514 2.2811
H -1.6030 -2.8108 4.5185
H -2.8262 0.4336 0.8816
H -2.2324 -0.9321 0.0955
C -2.0745 1.1249 -2.7960
N -0.6761 0.9034 -2.4502
C 0.1084 2.1075 -2.7080
C -0.1488 -0.2470 -3.2080
C -0.7658 -1.5390 -2.7177
C -1.4035 -2.3976 -3.6075
C -1.9558 -3.5888 -3.1531
C -1.8551 -3.9169 -1.8112
C -1.2110 -3.0477 -0.9285
C -0.6612 -1.8350 -1.3521
H -2.1827 1.4548 -3.8395
H -2.5033 1.8919 -2.1502
H -2.6300 0.1962 -2.6710
H 0.0548 2.4232 -3.7605
H 1.1568 1.9220 -2.4566
H -0.2630 2.9230 -2.0831
H 0.9334 -0.2917 -3.0375
H -0.3214 -0.1148 -4.2873
H -1.4669 -2.1401 -4.6616
H -2.4539 -4.2560 -3.8459
H -2.2764 -4.8498 -1.4506
H -1.1210 -3.3483 0.1138
C 5.3035 0.0763 -3.2778
Si 5.3349 -0.3676 -1.4417
C 6.2054 -2.0257 -1.2152
C 6.3140 0.9430 -0.4919
Se 3.2208 -0.5909 -0.7134
H 6.3177 0.1324 -3.6845
H 4.8120 1.0366 -3.4432
H 4.7515 -0.6853 -3.8310
H 7.2411 -1.9774 -1.5627
H 5.6866 -2.8064 -1.7734
H 6.2054 -2.3101 -0.1617
H 7.3839 0.7319 -0.5753
H 6.0469 0.9394 0.5655
H 6.1350 1.9446 -0.8856
C 2.4233 5.4659 1.5997
Si 1.9882 4.0967 0.3590
C 3.6008 3.2409 -0.0986
C 1.3269 4.9943 -1.1788
Ge 0.3910 2.4875 1.2492
Si -1.6582 3.7413 1.5016
C -2.7955 2.9757 2.8264
C -1.3819 5.5301 2.0705
C -2.6932 3.8564 -0.0884
Si 1.0951 2.1764 3.5503
C 2.8466 1.4649 3.5633
C 1.0748 3.7833 4.5664
C -0.0265 1.0097 4.5395
H 3.1282 6.1606 1.1390
H 2.8985 5.0624 2.4942
H 1.5446 6.0350 1.9105
H 4.3309 3.9630 -0.4739
H 3.4524 2.4751 -0.8618
H 4.0326 2.7393 0.7699
H 1.9058 5.9028 -1.3578
H 0.2789 5.2855 -1.0660
H 1.4112 4.3734 -2.0720
H -2.4477 3.2610 3.8222
H -2.8013 1.8824 2.7920
H -3.8228 3.3294 2.7173
H -0.8661 5.5657 3.0325
H -2.3409 6.0394 2.1829
H -0.7835 6.0932 1.3508
H -3.0455 2.8759 -0.4162
H -2.1117 4.2912 -0.9055
H -3.5685 4.4899 0.0692
H 3.5826 2.2131 3.2593
H 2.9275 0.6208 2.8732
H 3.1187 1.1117 4.5603
H 1.6664 4.5805 4.1188
H 1.4782 3.5848 5.5613
H 0.0541 4.1543 4.6880
H 0.1886 -0.0279 4.2901
H -1.0874 1.1978 4.3530
H 0.1524 1.1394 5.6096
*
```

- frontier orbital gap (spin up / spin down) (eV) = 7.22 / 4.48
- ΔE to the lowest compared entry with this formula, charge and spin (kcal/mol) = 7.40
- expectation value of S² = 0.753
- HOMO (spin up / spin down) (eV) = -7.05 / -7.02

Atomic partial charges in e from the Löwdin method, atoms 1 to 4: number 1, Ca, carries 0.66; number 2, C, carries 0.00; number 3, C, carries -0.34; number 4, N, carries 0.13

---

Record 4
Density functional theory data (ωB97M-V/def2-TZVPD) for a cluster of 11 separate species, C24H54Cl14N2O4 in total in a non-equilibrium geometry.

ORCA input file:
```
! RIJCOSX wB97M-V def2-TZVPD def2/J DEFGRID3
* xyz 1 2
Cl 3.0088 -3.1625 2.2746
C 4.0366 -1.8951 1.4598
C 4.3088 -2.4173 0.0837
Cl 2.8647 -2.7729 -0.8639
H 4.9383 -1.5068 1.9334
H 3.3818 -1.0287 1.3659
H 4.8748 -3.3359 0.2388
H 4.9872 -1.7827 -0.4866
Cl -3.4905 -1.1413 -1.9843
C -4.2608 0.4538 -2.3279
C -3.3721 1.6667 -1.8969
Cl -4.2957 3.2545 -1.9071
H -5.1520 0.5074 -1.7027
H -4.6099 0.4908 -3.3598
H -2.5330 1.8403 -2.5707
H -3.0734 1.4955 -0.8627
Cl 1.8799 1.2013 2.7416
C 3.2233 2.2068 3.4522
C 3.9671 2.8798 2.3178
Cl 3.1113 4.1518 1.4190
H 3.8803 1.5030 3.9633
H 2.8386 2.8661 4.2303
H 4.4584 2.1447 1.6804
H 4.8402 3.4168 2.6887
Cl -2.6749 -2.9686 -6.0364
C -2.1744 -1.4482 -5.2310
C -0.9113 -1.6982 -4.3357
Cl -0.0716 -0.1755 -4.0960
H -2.9940 -0.9543 -4.7090
H -1.9787 -0.7763 -6.0667
H -0.1250 -2.3766 -4.6667
H -1.2283 -1.9457 -3.3226
Cl -1.8771 2.0446 4.9432
C -0.5351 3.0854 4.3589
C -0.7915 3.5438 2.8667
Cl -2.2926 4.4455 2.6366
H 0.4340 2.5865 4.3407
H -0.5658 3.9329 5.0436
H -0.9273 2.6375 2.2767
H -0.0908 4.2247 2.3834
Cl 1.6134 -7.9406 -0.9578
C 0.0073 -7.2236 -0.8957
C -0.0899 -5.8015 -1.3063
Cl 0.2949 -5.6503 -3.0729
H -0.2435 -7.3109 0.1615
H -0.7216 -7.8783 -1.3733
H 0.5606 -5.0869 -0.8021
H -1.1473 -5.5541 -1.2122
Cl -1.1066 -1.5196 4.7653
C -1.2791 -3.1872 4.1074
C -0.7977 -3.1267 2.6969
Cl -0.3920 -4.8302 2.0518
H -2.3184 -3.5064 4.1852
H -0.6537 -3.7418 4.8069
H 0.0505 -2.4886 2.4490
H -1.4836 -2.7479 1.9391
C -4.4661 -0.0128 3.3305
C -3.7662 -0.3719 1.9859
C -4.1298 -1.7049 1.4944
O -4.3012 0.5043 1.0585
H -4.2866 -0.7415 4.1210
H -5.5504 -0.0630 3.2309
H -4.4585 1.0409 3.6093
H -2.6887 -0.2072 1.9821
H -3.6666 -2.4573 2.1327
H -3.7308 -1.9157 0.5022
H -5.1901 -1.9565 1.5196
H -3.9383 1.3405 1.3597
C 0.0218 2.8201 -1.6177
C 0.0202 4.2026 -2.3025
C 0.4477 5.2876 -1.3143
O 0.9467 4.0005 -3.3473
H -0.8937 2.8165 -1.0261
H 0.8675 2.5860 -0.9711
H -0.1458 1.9905 -2.3046
H -0.9551 4.4750 -2.7058
H 1.4217 5.1596 -0.8419
H -0.3130 5.3938 -0.5409
H 0.5254 6.2327 -1.8517
H 0.8166 3.1615 -3.7954
O 4.2994 0.5973 -1.0439
C 4.3715 1.4504 -1.9514
N 3.9333 1.2965 -3.1875
C 4.8143 2.8353 -1.7078
H 3.4474 0.4397 -3.4110
H 4.2453 1.9471 -3.8943
H 5.6331 2.8092 -0.9889
H 4.0169 3.3807 -1.2031
H 5.1191 3.4478 -2.5563
O -0.4857 0.4114 0.5325
C 0.2804 -0.3238 -0.0865
N 1.4876 0.0251 -0.3134
C -0.1466 -1.7412 -0.6195
H 2.1584 -0.5231 -0.8327
H 1.6709 0.9469 0.0565
H -1.1944 -1.6330 -0.8998
H 0.1055 -2.4996 0.1217
H 0.3556 -2.0469 -1.5374
*
```

- frontier orbital gap (spin up / spin down) (eV) = 9.83 / 4.23
- expectation value of S² = 0.755
- HOMO (spin up / spin down) (eV) = -12.45 / -12.41

Atomic partial charges in e from the Löwdin method, atoms 1 to 4: number 1, Cl, carries 0.56; number 2, C, carries -0.60; number 3, C, carries -0.66; number 4, Cl, carries 0.66

---

Record 5
Density functional theory data (ωB97M-V/def2-TZVPD) for a cluster of 4 separate species, C24H54ClN3 in total in a non-equilibrium geometry.

ORCA input file:
```
! RIJCOSX wB97M-V def2-TZVPD def2/J DEFGRID3
* xyz 2 1
C 0.2596 -0.9597 3.5259
C -1.3106 -0.9863 3.6163
C -1.8929 -1.0254 2.1813
N -3.3436 -0.6086 2.1218
C -4.2144 -1.4660 3.0648
C -3.4843 0.8493 2.4437
C -4.6955 1.4573 1.6735
C -4.8985 0.3263 0.6167
C -3.7649 -0.6664 0.6833
H 0.5486 -0.0564 2.9840
H 0.6098 -1.8400 2.9952
H 0.6447 -0.9568 4.5113
H -1.5998 -0.1298 4.1881
H -1.6195 -1.9052 4.1308
H -1.9516 -2.0490 1.7479
H -1.3109 -0.4287 1.4729
H -5.2523 -1.1624 2.9721
H -3.7906 -1.1646 4.0621
H -4.0652 -2.5280 2.7953
H -3.4853 0.9285 3.5484
H -2.5291 1.1611 2.0597
H -5.5793 1.5749 2.2872
H -4.2871 2.3925 1.3528
H -5.7937 -0.2168 0.9246
H -5.0367 0.5676 -0.4201
H -3.9521 -1.7164 0.3988
H -2.8544 -0.4264 0.1359
C 5.8003 2.9436 -1.1385
C 4.3340 3.4432 -1.3420
C 3.3278 3.0861 -0.2092
N 1.9399 3.5695 -0.5490
C 1.2316 3.0095 -1.7777
C 2.0183 5.0438 -0.7412
C 0.6239 5.6667 -0.4919
C -0.2116 4.5049 0.1929
C 0.8613 3.4585 0.5779
H 6.3091 3.2241 -2.0552
H 5.8065 1.8582 -0.9819
H 6.3036 3.4386 -0.3494
H 4.0511 3.0181 -2.3071
H 4.4758 4.5066 -1.3850
H 3.6073 3.6169 0.6894
H 3.2901 2.0100 0.0042
H 1.9089 3.0864 -2.6256
H 0.3842 3.6768 -1.9395
H 0.8194 1.9921 -1.5898
H 2.1816 5.3239 -1.7748
H 2.8180 5.4995 -0.1310
H 0.1853 6.0114 -1.4225
H 0.7304 6.4636 0.2191
H -0.8388 4.1091 -0.5627
H -0.7322 4.9250 1.0360
H 0.5740 2.3979 0.6932
H 1.3477 3.7840 1.5014
C 1.7343 -5.1176 1.1976
C 1.0885 -5.0031 -0.1782
C 1.5553 -3.6942 -0.8614
N 0.6210 -3.3262 -2.0585
C 0.4989 -4.4357 -3.0282
C 1.1599 -2.0494 -2.7011
C -0.0479 -1.4092 -3.4021
C -1.2812 -2.1181 -2.7622
C -0.7018 -2.8320 -1.5600
H 1.3527 -5.9391 1.8058
H 1.6431 -4.2622 1.8942
H 2.8179 -5.3308 1.1561
H 0.0276 -4.9646 0.0490
H 1.2805 -5.9237 -0.7191
H 2.5266 -3.7397 -1.3324
H 1.5664 -2.8419 -0.1800
H 1.4437 -4.9060 -3.2973
H 0.0256 -4.1057 -3.9713
H -0.2563 -5.1467 -2.6993
H 1.9619 -2.1961 -3.4154
H 1.4652 -1.3750 -1.9145
H -0.1157 -1.4437 -4.5249
H 0.0987 -0.3837 -3.1537
H -1.6296 -2.8126 -3.5159
H -2.0661 -1.3946 -2.5408
H -1.2842 -3.7043 -1.2841
H -0.6000 -2.1201 -0.7872
Cl 0.6168 -0.0563 0.1704
*
```

- frontier orbital gap (eV) = 9.68
- ΔE to the lowest compared entry with this formula, charge and spin (kcal/mol) = 21.51
- HOMO (eV) = -13.75

Atomic partial charges in e from the Löwdin method, atoms 1 to 4: number 1, C, carries -0.09; number 2, C, carries -0.20; number 3, C, carries -0.18; number 4, N, carries -0.31